Density functional theory data (ωB97M-V/def2-TZVPD) for a molecular structure, C24H41N7S4SeTi.

As for the spin multiplicity: 3. As for the net charge: +2. The HOMO-LUMO gap (alpha / beta) is 0.279 / 0.320 Eh. The value obtained for the energy relative to the best compared isomer or geometry (same formula, charge and spin) is 0.0 kJ/mol.

Geometry as XYZ:
```
78
Properties=species:S:1:pos:R:3:forces:R:3
Ti -0.404 0.464 -0.003 -0.331 -0.038 0.468
C -3.847 0.652 -0.056 -0.040 -0.037 0.019
C -3.385 0.751 1.409 -0.043 -0.169 -0.107
S -2.007 1.925 1.400 0.026 0.121 -0.185
C -1.020 1.912 2.917 0.168 -0.015 0.063
C 0.282 2.657 2.575 -0.020 -0.020 0.023
S 1.303 1.881 1.241 -0.104 0.160 -0.086
C 1.601 3.225 0.011 0.039 0.096 0.063
C 1.269 2.849 -1.438 0.066 -0.008 -0.089
S -0.530 2.616 -1.479 -0.042 0.038 0.221
C -1.125 1.757 -2.957 0.033 -0.123 -0.094
C -2.533 1.272 -2.596 -0.135 -0.055 -0.017
S -2.580 0.012 -1.245 -0.078 0.259 -0.032
H -4.164 1.627 -0.430 0.016 0.006 0.042
H -4.705 -0.016 -0.109 0.044 0.000 -0.023
H -3.070 -0.218 1.798 -0.006 0.040 -0.037
H -4.224 1.120 1.998 0.051 0.048 0.028
H -0.828 0.894 3.259 0.013 0.034 -0.029
H -1.519 2.464 3.714 -0.038 -0.022 -0.030
H 0.904 2.708 3.467 0.019 -0.015 -0.034
H 0.071 3.679 2.258 -0.033 -0.018 -0.005
H 2.649 3.514 0.069 -0.010 -0.057 0.063
H 1.005 4.083 0.325 0.008 0.000 -0.028
H 1.786 1.947 -1.764 0.005 0.005 0.053
H 1.569 3.676 -2.082 -0.042 -0.016 -0.009
H -0.463 0.933 -3.221 -0.038 -0.012 0.019
H -1.205 2.438 -3.805 0.040 0.033 0.038
H -3.000 0.835 -3.478 0.017 -0.038 0.041
H -3.158 2.104 -2.272 0.035 0.027 -0.022
N 2.405 -2.211 -3.899 -0.100 0.342 0.402
N 2.137 -1.599 -2.680 0.215 -0.285 -0.295
N 2.922 -1.753 -1.640 -0.278 -0.019 0.027
C 2.210 -1.150 -0.696 0.271 0.016 0.068
N 1.061 -0.652 -1.170 0.439 -0.207 -0.618
N 1.037 -0.958 -2.468 -0.234 0.078 0.224
H 3.415 -2.299 -3.968 -0.030 -0.017 -0.078
H 2.032 -1.602 -4.621 0.096 -0.104 -0.110
H 2.526 -1.075 0.330 0.023 0.062 -0.011
C 3.099 -5.701 4.141 0.148 -0.046 0.002
C 1.703 -5.141 3.914 -0.083 -0.063 -0.021
C 1.661 -3.618 3.840 -0.008 0.088 0.086
C 2.307 -3.030 2.595 0.012 0.075 -0.412
N 1.602 -3.422 1.359 0.018 -0.154 0.128
C 0.406 -2.959 0.956 -0.128 0.154 0.223
Se -0.472 -1.484 1.757 0.022 -0.261 -0.102
N -0.005 -3.669 -0.104 0.024 -0.006 -0.087
C -1.292 -3.548 -0.804 0.247 0.022 -0.006
C -2.494 -4.074 -0.031 -0.024 0.101 0.056
C -2.482 -5.558 0.337 -0.016 -0.030 -0.102
C -1.581 -5.927 1.513 0.015 0.012 0.119
C 0.980 -4.604 -0.428 -0.183 -0.014 -0.051
C 1.043 -5.560 -1.439 0.075 0.030 0.084
C 2.184 -6.334 -1.479 0.071 0.000 0.060
C 3.224 -6.163 -0.549 -0.030 -0.048 -0.094
C 3.155 -5.222 0.456 -0.088 0.001 -0.038
C 1.997 -4.449 0.502 0.085 0.067 0.107
H 3.071 -6.767 4.362 -0.047 -0.012 -0.019
H 3.585 -5.207 4.984 -0.018 -0.004 0.031
H 3.753 -5.582 3.274 -0.037 0.043 0.024
H 1.051 -5.461 4.729 0.016 0.044 0.029
H 1.259 -5.567 3.007 0.026 -0.026 0.001
H 2.184 -3.193 4.701 0.003 -0.020 0.002
H 0.633 -3.257 3.900 -0.026 -0.015 -0.022
H 3.335 -3.366 2.472 0.011 -0.009 0.051
H 2.317 -1.940 2.625 -0.039 -0.013 0.098
H -1.161 -4.091 -1.739 -0.086 0.003 0.004
H -1.424 -2.497 -1.060 -0.039 -0.014 0.034
H -3.356 -3.859 -0.669 -0.018 -0.052 0.015
H -2.628 -3.475 0.876 0.028 0.010 -0.010
H -2.230 -6.155 -0.545 0.045 -0.006 0.020
H -3.504 -5.840 0.593 -0.014 0.037 -0.002
H -0.520 -5.909 1.269 0.071 0.032 -0.078
H -1.799 -6.934 1.866 -0.024 -0.014 -0.027
H -1.742 -5.248 2.355 -0.024 0.009 -0.005
H 0.246 -5.703 -2.154 -0.015 0.002 -0.009
H 2.281 -7.093 -2.242 0.009 -0.010 -0.008
H 4.101 -6.791 -0.623 0.007 -0.009 -0.006
H 3.962 -5.100 1.162 -0.011 0.004 0.000
```
Positions in Å, forces in eV/Å.

How is the electron density shared among the atoms? According to Löwdin, the charges in e are: number 1, Ti, carries 0.014; number 2, C, carries -0.449; number 3, C, carries -0.472; number 4, S, carries 0.861; number 5, C, carries -0.474; number 6, C, carries -0.452; number 7, S, carries 0.860; number 8, C, carries -0.465; number 9, C, carries -0.471; number 10, S, carries 0.892; number 11, C, carries -0.472; number 12, C, carries -0.462; number 13, S, carries 0.867; number 14, H, carries 0.084; number 15, H, carries 0.092; number 16, H, carries 0.047; number 17, H, carries 0.100; number 18, H, carries 0.047; number 19, H, carries 0.099; number 20, H, carries 0.092; number 21, H, carries 0.086; number 22, H, carries 0.092; number 23, H, carries 0.084; number 24, H, carries 0.072; number 25, H, carries 0.098; number 26, H, carries 0.059; number 27, H, carries 0.098; number 28, H, carries 0.093; number 29, H, carries 0.083; number 30, N, carries 0.166; number 31, N, carries -0.259; number 32, N, carries 0.180; number 33, C, carries -0.194; number 34, N, carries -0.092; number 35, N, carries 0.110; number 36, H, carries 0.117; number 37, H, carries 0.112; number 38, H, carries 0.113; number 39, C, carries -0.088; number 40, C, carries -0.243; number 41, C, carries -0.184; number 42, C, carries -0.137; number 43, N, carries -0.009; number 44, C, carries -0.603; number 45, Se, carries 0.789; number 46, N, carries 0.005; number 47, C, carries -0.135; number 48, C, carries -0.184; number 49, C, carries -0.230; number 50, C, carries -0.089; number 51, C, carries -0.166; number 52, C, carries 0.009; number 53, C, carries -0.048; number 54, C, carries -0.045; number 55, C, carries 0.011; number 56, C, carries -0.158; number 57, H, carries 0.083; number 58, H, carries 0.084; number 59, H, carries 0.049; number 60, H, carries 0.116; number 61, H, carries 0.093; number 62, H, carries 0.127; number 63, H, carries 0.085; number 64, H, carries 0.124; number 65, H, carries 0.101; number 66, H, carries 0.125; number 67, H, carries 0.054; number 68, H, carries 0.121; number 69, H, carries 0.090; number 70, H, carries 0.112; number 71, H, carries 0.113; number 72, H, carries 0.050; number 73, H, carries 0.084; number 74, H, carries 0.081; number 75, H, carries 0.116; number 76, H, carries 0.117; number 77, H, carries 0.118; number 78, H, carries 0.107